Record 1
Density functional theory data (ωB97M-V/def2-TZVPD) for a structure of composition C23H15Cl9EuN2O3S at a distorted geometry.

**HOMO level (spin up / spin down)**: -6.4170 / -7.1267 eV
**Expectation value of S²**: 15.761
**Lowest unoccupied orbital energy (spin up / spin down)**: -0.0242 / -0.0235 Ha
**Gap between HOMO and LUMO (spin up / spin down)**: 5.76 / 6.49 eV
**Spin multiplicity**: 8
**Energy above the lowest of the compared OMol25 structures with the same formula, charge and spin**: 0.000 eV
**Charge**: 0

Element x y z (Å)
Eu (-0.756, -3.470, 1.129)
Cl (-2.051, -5.854, 0.552)
C (-1.286, -6.652, 2.137)
Cl (-0.011, -5.511, 2.799)
H (-0.812, -7.588, 1.860)
H (-2.069, -6.763, 2.879)
Cl (-2.414, 1.470, 5.443)
C (-1.501, 0.410, 4.414)
C (-0.198, 0.703, 4.081)
Cl (0.570, 2.148, 4.667)
C (0.511, -0.171, 3.249)
Cl (2.139, 0.188, 2.757)
C (-0.049, -1.336, 2.745)
O (0.643, -2.157, 1.937)
C (-1.418, -1.624, 3.072)
O (-2.017, -2.710, 2.553)
C (-2.099, -0.748, 3.902)
Cl (-3.751, -1.133, 4.263)
Cl (-2.556, 4.410, 1.724)
C (-1.716, 3.544, 0.502)
C (-0.870, 2.461, 0.918)
C (-0.187, 1.774, -0.062)
C (-0.287, 2.070, -1.418)
C (0.490, 1.243, -2.388)
C (-0.349, 0.317, -3.267)
N (-0.993, -0.666, -2.391)
C (-2.286, -0.580, -1.921)
C (-2.421, -1.561, -1.000)
N (-1.236, -2.262, -0.914)
C (-0.403, -1.693, -1.749)
O (1.321, 2.050, -3.218)
C (2.640, 1.533, -3.409)
C (3.415, 1.417, -2.130)
C (3.704, 2.449, -1.290)
Cl (3.302, 4.103, -1.517)
S (4.540, 1.961, 0.105)
C (4.544, 0.336, -0.399)
C (3.917, 0.189, -1.599)
C (-1.155, 3.159, -1.785)
Cl (-1.340, 3.556, -3.457)
C (-1.846, 3.875, -0.828)
H (-0.781, 2.216, 1.967)
H (0.469, 0.959, 0.240)
H (1.099, 0.601, -1.744)
H (0.289, -0.169, -4.004)
H (-1.142, 0.842, -3.798)
H (-2.960, 0.178, -2.278)
H (-3.283, -1.813, -0.404)
H (0.623, -1.977, -1.923)
H (3.115, 2.226, -4.101)
H (2.606, 0.549, -3.894)
H (4.992, -0.425, 0.216)
H (3.802, -0.765, -2.097)
H (-2.490, 4.691, -1.124)

Mulliken population analysis, charges in e, atoms 1 to 5: 0.987 -0.179 -0.250 -0.100 0.339

Record 2
Density functional theory data (ωB97M-V/def2-TZVPD) for a cluster of 3 separate species, C26H33ClN5 in total at a distorted geometry.

**HOMO level**: -10.8007 eV
**Lowest unoccupied orbital energy**: -0.1213 Ha
**Gap between HOMO and LUMO**: 7.50 eV
**Spin multiplicity**: 1
**Charge**: +1

Element x y z (Å)
C (7.482, 1.989, 1.134)
C (6.048, 1.853, 0.442)
C (5.816, 0.624, -0.510)
C (4.460, 0.354, -1.209)
C (3.307, 1.349, -0.944)
C (3.523, 2.583, 0.010)
C (2.214, 3.500, 0.230)
N (1.183, 2.572, 0.856)
C (1.466, 2.208, 2.268)
N (1.914, 0.761, 2.311)
C (0.192, 2.146, 0.078)
N (-0.077, 2.465, -1.336)
C (-1.231, 1.764, -1.832)
N (-1.619, 1.024, -0.629)
N (-0.859, 1.236, 0.468)
C (-1.228, 0.503, 1.699)
C (-2.843, 0.287, 1.889)
C (-3.062, 0.090, 3.473)
Cl (-2.173, -1.456, 3.950)
C (4.884, 2.875, 0.723)
H (7.912, 3.027, 0.934)
H (8.147, 1.137, 0.729)
H (7.370, 1.760, 2.261)
H (6.674, -0.123, -0.685)
H (4.234, -0.545, -1.883)
H (2.275, 1.190, -1.422)
H (2.432, 4.351, 0.985)
H (1.843, 4.010, -0.715)
H (2.376, 2.803, 2.663)
H (0.614, 2.419, 3.000)
H (1.536, 0.378, 3.191)
H (1.577, 0.242, 1.492)
H (-1.715, 1.743, -2.860)
H (-2.438, 0.431, -0.805)
H (-0.798, -0.567, 1.615)
H (-0.878, 0.957, 2.681)
H (-3.310, 1.272, 1.498)
H (-3.141, -0.623, 1.271)
H (-4.185, 0.003, 3.683)
H (-2.561, 0.957, 4.016)
H (5.023, 3.777, 1.426)
C (-7.479, -1.765, 1.664)
C (-6.344, -1.006, 1.398)
C (-6.274, -0.241, 0.237)
C (-7.343, -0.228, -0.654)
C (-8.480, -0.985, -0.385)
C (-8.546, -1.756, 0.771)
H (-7.532, -2.364, 2.567)
H (-5.513, -1.011, 2.096)
H (-5.385, 0.346, 0.026)
H (-7.291, 0.371, -1.556)
H (-9.314, -0.973, -1.078)
H (-9.430, -2.350, 0.977)
C (2.123, -5.163, -3.384)
C (3.120, -4.602, -4.178)
C (3.206, -3.221, -4.315)
C (2.302, -2.398, -3.650)
C (1.308, -2.958, -2.853)
C (1.216, -4.340, -2.724)
H (2.054, -6.240, -3.280)
H (3.829, -5.244, -4.691)
H (3.979, -2.784, -4.939)
H (2.372, -1.320, -3.753)
H (0.603, -2.316, -2.333)
H (0.437, -4.777, -2.107)

Mulliken population analysis, charges in e, atoms 1 to 5: -1.017 0.719 -0.647 -0.477 -0.431

Record 3
Density functional theory data (ωB97M-V/def2-TZVPD) for an isolated molecule of CH3ClN2O2 at a distorted geometry.

**HOMO level**: -10.3867 eV
**Lowest unoccupied orbital energy**: 0.0126 Ha
**Gap between HOMO and LUMO**: 10.73 eV
**Spin multiplicity**: 1
**Energy above the lowest of the compared OMol25 structures with the same formula, charge and spin**: 2.653 eV
**SMILES string**: CN(Cl)[N+](=O)[O-]
**Charge**: 0

Element x y z (Å)
C (0.175, 0.055, -0.216)
N (-0.630, -0.404, -1.446)
Cl (0.195, -1.384, -2.552)
N (-1.533, 0.464, -1.972)
O (-1.908, 1.329, -1.254)
O (-1.836, 0.294, -3.145)
H (0.028, -0.739, 0.497)
H (1.213, 0.054, -0.585)
H (-0.336, 1.053, 0.031)

Mulliken population analysis, charges in e, atoms 1 to 5: -0.582 -0.198 0.001 1.253 -0.650

Q: spin multiplicity of number 2 (C26H33ClN5)?
A: 1